Record 1
4 unconnected molecules or ions with the total composition C24H30BN6O8 at a distorted geometry. Source: OMol25; level of theory: the ωB97M-V functional and the def2-TZVPD basis.

The geometry in XYZ format:
```
69
Properties=species:S:1:pos:R:3:mulliken_charge:R:1
C 1.811 1.005 0.114 -0.718
C 2.223 2.437 0.478 -0.374
O 1.981 3.331 -0.632 -0.491
B 0.958 4.212 -0.524 0.627
O 0.920 5.156 0.445 -0.492
N -0.207 4.142 -1.499 -0.290
C -1.411 3.609 -1.170 0.124
N -1.489 2.294 -1.028 0.188
C -2.593 1.610 -0.294 -0.585
C -3.829 2.495 -0.240 -0.514
C -3.328 3.867 0.162 -0.548
N -2.534 4.425 -0.966 -0.244
H 1.084 0.619 0.836 0.210
H 2.658 0.325 0.092 0.131
H 1.326 1.006 -0.867 0.434
H 1.707 2.793 1.374 0.319
H 3.288 2.483 0.708 0.386
H 0.124 5.700 0.437 0.325
H -0.082 4.479 -2.445 0.234
H -0.569 1.947 -0.750 -0.102
H -2.217 1.399 0.711 0.305
H -2.798 0.647 -0.766 0.489
H -4.566 2.065 0.438 0.398
H -4.273 2.558 -1.239 0.179
H -2.623 3.742 0.991 0.344
H -4.094 4.580 0.457 0.386
H -3.103 4.408 -1.813 0.331
C 6.517 -4.761 -0.762 -0.461
C 5.364 -5.535 -0.797 -0.425
C 4.144 -4.982 -0.445 -0.448
C 4.111 -3.652 -0.065 0.208
C 5.245 -2.862 -0.018 -0.229
C 6.458 -3.429 -0.371 -0.490
N 2.818 -3.059 0.299 0.956
O 1.834 -3.768 0.277 -0.609
O 2.791 -1.879 0.608 -0.559
H 7.466 -5.198 -1.041 0.388
H 5.414 -6.571 -1.100 0.381
H 3.238 -5.568 -0.464 0.456
H 5.181 -1.830 0.290 0.434
H 7.358 -2.831 -0.341 0.379
C 0.949 -1.410 3.574 -0.370
C -0.181 -0.617 3.732 -0.537
C -0.285 0.247 4.810 -0.366
C 0.759 0.298 5.713 0.040
C 1.890 -0.486 5.585 -0.426
C 1.979 -1.348 4.502 -0.419
N 0.663 1.235 6.851 1.016
O -0.348 1.901 6.940 -0.608
O 1.599 1.284 7.616 -0.594
H 1.023 -2.073 2.721 0.384
H -0.987 -0.676 3.012 0.507
H -1.156 0.868 4.955 0.471
H 2.681 -0.420 6.317 0.474
H 2.857 -1.967 4.382 0.408
C -2.242 -1.290 -4.019 -0.688
C -2.872 -2.443 -4.468 -0.360
C -4.247 -2.461 -4.651 -0.475
C -4.965 -1.313 -4.380 0.095
C -4.364 -0.153 -3.933 -0.527
C -2.991 -0.150 -3.751 -0.160
N -6.429 -1.316 -4.579 1.018
O -6.939 -2.346 -4.955 -0.587
O -7.021 -0.282 -4.351 -0.607
H -1.169 -1.281 -3.881 0.405
H -2.293 -3.331 -4.678 0.391
H -4.754 -3.349 -4.998 0.474
H -4.965 0.722 -3.737 0.475
H -2.500 0.753 -3.408 0.534
```

Output
**Orbital gap**: 7.859 eV
**HOMO**: -12.058 eV
**Energy above the lowest of the compared OMol25 structures with the same formula, charge and spin**: 0.000 eV
**Charge**: +1
**Electronic energy**: -51359.5126 eV
**Lowest unoccupied orbital energy**: -4.20 eV

Record 2
A molecular structure, C24H30CrIN3O3PS2 at a distorted geometry. Source: OMol25; level of theory: the ωB97M-V functional and the def2-TZVPD basis.

The geometry in XYZ format:
```
65
Properties=species:S:1:pos:R:3:mulliken_charge:R:1
Cr 0.034 -1.378 -1.136 0.379
S 0.381 -1.769 1.208 -0.627
C -0.772 -3.052 1.401 0.600
C -1.335 -3.288 2.654 -0.713
C -2.274 -4.282 2.837 -0.581
C -2.660 -5.080 1.769 -0.519
C -2.097 -4.876 0.524 -0.672
C -1.159 -3.867 0.319 0.408
S -0.480 -3.652 -1.279 -0.569
H -1.030 -2.662 3.482 0.402
H -2.705 -4.435 3.817 0.343
H -3.395 -5.862 1.912 0.357
H -2.378 -5.488 -0.317 0.414
I 0.499 0.631 -3.793 -0.126
C -0.605 -1.109 -3.079 -1.250
H -0.391 -1.891 -3.810 0.557
H -1.654 -0.828 -3.220 0.402
C 4.032 -2.290 -2.271 -0.872
C 2.644 -2.186 -2.326 -0.432
N 1.969 -1.386 -1.477 0.789
C 2.654 -0.635 -0.631 0.615
C 4.053 -0.672 -0.471 0.266
C 4.737 -1.566 -1.341 -0.785
C 4.721 -0.004 0.576 -0.920
C 4.321 1.073 1.350 -0.859
C 3.354 2.062 1.106 1.432
C 3.142 3.113 2.049 -0.798
C 2.293 4.126 1.712 -0.363
N 1.644 4.182 0.530 -0.634
C 1.887 3.149 -0.271 -0.450
N 2.657 2.115 -0.068 -0.476
H 4.540 -2.961 -2.948 0.367
H 2.047 -2.756 -3.023 0.447
H 2.075 0.015 0.013 0.075
H 5.811 -1.657 -1.257 0.408
H 5.686 -0.433 0.834 0.277
H 4.911 1.249 2.244 0.262
H 3.656 3.096 3.000 0.361
H 2.096 4.956 2.384 0.441
H 1.377 3.166 -1.232 0.529
C -1.534 3.690 -2.129 -0.729
C -2.418 2.455 -2.068 -0.213
O -2.325 1.821 -0.806 -0.500
P -1.219 0.676 -0.420 0.985
O -1.365 0.863 1.165 -0.324
C -0.411 1.661 1.865 0.645
C -1.077 2.893 2.455 -1.330
O -2.114 -0.696 -0.574 0.252
C -3.309 -0.944 0.177 0.007
C -4.545 -0.546 -0.616 -1.292
H -1.618 4.167 -3.103 0.421
H -0.497 3.403 -1.970 -0.123
H -1.813 4.394 -1.350 0.307
H -2.154 1.762 -2.870 0.180
H -3.471 2.735 -2.181 0.311
H 0.383 1.975 1.184 -0.628
H 0.029 1.022 2.638 0.355
H -1.661 3.381 1.681 0.208
H -0.314 3.580 2.808 0.376
H -1.739 2.629 3.275 0.360
H -3.257 -0.402 1.123 0.233
H -3.318 -2.019 0.387 0.089
H -4.667 0.533 -0.617 0.238
H -5.427 -1.006 -0.181 0.446
H -4.443 -0.889 -1.643 0.240
```

Output
**Orbital gap (alpha / beta)**: 4.782 / 6.978 eV
**HOMO (alpha / beta)**: -2.409 / -4.543 eV
**Multiplicity**: 5
**Charge**: -1
**Electronic energy**: -103472.0678 eV
**Lowest unoccupied orbital energy (alpha / beta)**: 2.37 / 2.44 eV

Record 3
A molecular structure, C24H30CrN10O12 at a distorted geometry. Source: OMol25; level of theory: the ωB97M-V functional and the def2-TZVPD basis.

The geometry in XYZ format:
```
77
Properties=species:S:1:pos:R:3:mulliken_charge:R:1
Cr 8.405 31.320 -5.969 0.639
N 8.660 29.300 -7.691 1.606
O 8.849 28.436 -8.524 -0.460
O 9.348 29.502 -6.643 -0.710
O 7.756 30.179 -7.762 -0.846
N 7.705 34.171 -8.111 0.984
O 8.423 34.254 -9.120 -0.275
O 7.406 33.079 -7.634 -0.243
O 7.344 35.215 -7.577 -0.495
N 11.029 32.983 -7.480 0.785
O 10.068 32.238 -7.137 -0.222
O 11.156 33.388 -8.645 -0.573
O 11.783 33.449 -6.612 -0.659
N 6.346 30.677 -4.424 1.377
O 5.512 30.509 -3.563 -0.608
O 7.508 30.152 -4.413 -0.607
O 6.249 31.437 -5.429 -0.622
N 8.011 30.569 -13.197 0.038
C 7.932 30.244 -11.871 -0.909
C 7.445 31.314 -11.169 0.539
C 7.202 32.355 -12.127 -0.965
C 7.424 31.790 -13.368 -0.502
H 8.382 29.916 -13.859 0.194
H 8.238 29.286 -11.485 0.598
H 7.277 31.330 -10.104 0.196
H 6.779 33.326 -11.935 0.374
H 7.321 32.163 -14.376 0.400
N 4.523 28.169 -9.876 0.078
C 4.788 29.192 -9.009 -0.527
C 3.630 29.474 -8.313 -0.577
C 2.668 28.528 -8.729 -0.772
C 3.217 27.767 -9.731 -0.399
H 5.164 27.711 -10.516 0.558
H 5.773 29.633 -9.030 0.518
H 3.489 30.229 -7.558 0.487
H 1.732 28.346 -8.224 0.373
H 2.826 26.928 -10.281 0.393
N 12.757 29.610 -6.786 0.368
C 13.731 30.510 -6.552 -0.535
C 13.960 31.186 -7.736 -0.782
C 13.073 30.640 -8.687 -0.923
C 12.309 29.662 -8.065 -0.097
H 12.368 29.003 -6.071 0.264
H 14.217 30.570 -5.592 0.435
H 14.601 32.038 -7.892 0.378
H 13.004 30.945 -9.720 0.442
H 11.492 29.026 -8.360 0.418
N 6.955 25.720 -9.919 0.201
C 7.360 26.706 -10.794 0.000
C 6.564 26.642 -11.906 -0.601
C 5.518 25.722 -11.619 -0.513
C 5.704 25.311 -10.305 -0.793
H 7.500 25.467 -9.116 0.221
H 8.215 27.292 -10.500 0.109
H 6.651 27.129 -12.864 0.377
H 4.723 25.518 -12.316 0.408
H 5.098 24.635 -9.723 0.398
N 12.084 25.937 -11.917 0.102
C 10.884 26.243 -11.361 -1.024
C 11.070 26.414 -10.000 0.358
C 12.436 26.200 -9.759 -0.405
C 13.060 25.962 -10.977 -1.053
H 12.158 25.758 -12.901 0.194
H 9.955 26.191 -11.905 0.497
H 10.302 26.577 -9.263 0.465
H 13.046 26.312 -8.879 0.467
H 14.079 25.764 -11.267 0.420
N 13.094 26.300 -5.671 0.061
C 12.763 27.177 -4.670 -0.590
C 11.444 27.513 -4.884 -0.447
C 10.930 26.633 -5.870 -0.248
C 12.018 25.979 -6.421 -0.888
H 14.017 25.948 -5.853 0.218
H 13.620 27.625 -4.191 0.370
H 10.927 28.171 -4.202 0.458
H 9.953 26.627 -6.324 0.355
H 12.156 25.291 -7.237 0.749
```

Output
**Orbital gap (alpha / beta)**: 7.201 / 3.256 eV
**HOMO (alpha / beta)**: -5.143 / -5.143 eV
**Multiplicity**: 4
**Energy above the lowest of the compared OMol25 structures with the same formula, charge and spin**: 2.878 eV
**Charge**: -1
**Electronic energy**: -93250.3675 eV
**Lowest unoccupied orbital energy (alpha / beta)**: 2.06 / -1.89 eV

Record 4
A molecular structure, C24H30MnN5O7PS4. Source: OMol25; level of theory: the ωB97M-V functional and the def2-TZVPD basis.

The geometry in XYZ format:
```
72
Properties=species:S:1:pos:R:3:mulliken_charge:R:1
Mn 0.127 0.370 0.025 -0.325
S 0.303 0.006 2.342 -0.450
C 2.010 0.020 2.727 0.684
C 2.427 -0.122 4.057 -0.725
C 3.766 -0.118 4.413 -0.496
C 4.736 0.029 3.425 -0.570
C 4.342 0.171 2.104 -0.628
C 2.995 0.170 1.729 -0.105
S 2.551 0.376 0.046 -0.392
H 1.663 -0.237 4.818 0.380
H 4.052 -0.229 5.453 0.328
H 5.790 0.036 3.682 0.326
H 5.086 0.289 1.324 0.351
C 0.292 3.712 -2.051 -0.533
O -0.617 3.590 -0.964 -0.449
P -0.174 2.653 0.295 1.195
O 0.980 3.660 0.839 -0.470
C 1.757 3.293 1.986 -0.656
O -1.394 2.984 1.290 -0.154
C -2.004 4.262 1.334 -0.851
H -0.050 4.548 -2.662 0.279
H 0.300 2.808 -2.661 0.062
H 1.303 3.916 -1.696 0.306
H 2.239 4.207 2.334 0.297
H 2.506 2.557 1.710 0.183
H 1.125 2.883 2.775 0.319
H -2.725 4.239 2.150 0.226
H -2.521 4.477 0.398 0.272
H -1.266 5.047 1.524 0.292
S 0.169 -2.618 -0.682 -0.376
C -0.861 -2.803 -2.007 0.137
N -2.191 -2.918 -1.836 0.002
C -3.149 -3.158 -2.902 -0.875
C -2.656 -2.510 -4.186 -0.138
C -1.245 -2.985 -4.468 -0.657
N -0.412 -2.862 -3.273 -0.087
H -2.496 -2.823 -0.882 0.190
H -4.108 -2.738 -2.598 0.447
H -3.288 -4.236 -3.051 0.295
H -2.663 -1.426 -4.064 -0.092
H -3.303 -2.747 -5.029 0.458
H -0.802 -2.391 -5.264 0.218
H -1.262 -4.027 -4.804 0.370
H 0.571 -2.663 -3.366 0.290
O -3.393 -1.408 -7.753 -0.641
S -2.509 -1.289 -8.895 1.210
O -2.070 -2.556 -9.455 -0.713
O -2.899 -0.289 -9.873 -0.713
C -0.962 -0.610 -8.207 0.005
N 0.062 -0.476 -9.054 -0.534
C 1.202 -0.048 -8.538 -0.389
C 1.366 0.234 -7.189 -0.730
C 0.240 0.078 -6.398 0.344
N -0.920 -0.328 -6.911 -0.118
C 0.247 0.272 -4.920 1.532
C 1.406 0.168 -4.160 -1.457
C 1.318 0.199 -2.778 -0.740
N 0.157 0.350 -2.122 1.982
C -0.948 0.514 -2.859 -1.021
C -0.943 0.474 -4.245 -0.896
H 2.033 0.068 -9.229 0.400
H 2.312 0.577 -6.797 0.424
H 2.375 0.002 -4.614 0.322
H 2.201 0.059 -2.173 0.137
H -1.858 0.667 -2.292 0.483
H -1.865 0.574 -4.801 0.469
C -2.512 -0.982 1.071 -2.195
C -1.821 0.069 0.206 1.568
O -2.606 0.824 -0.399 -0.749
H -3.547 -1.116 0.740 0.415
H -2.511 -0.611 2.101 0.374
H -1.955 -1.922 1.083 0.355
```

Output
**Orbital gap (alpha / beta)**: 5.587 / 5.413 eV
**HOMO (alpha / beta)**: -1.658 / -1.493 eV
**Multiplicity**: 2
**Energy above the lowest of the compared OMol25 structures with the same formula, charge and spin**: 0.000 eV
**Charge**: -2
**Electronic energy**: -131112.3238 eV
**Lowest unoccupied orbital energy (alpha / beta)**: 3.93 / 3.92 eV

Record 5
2 unconnected molecules or ions with the total composition C24H30N at a distorted geometry. Source: OMol25; level of theory: the ωB97M-V functional and the def2-TZVPD basis.

The geometry in XYZ format:
```
55
Properties=species:S:1:pos:R:3:mulliken_charge:R:1
C -0.958 -1.468 2.397 -1.045
C 0.565 -1.413 2.392 -0.636
N 1.089 0.000 2.393 0.251
C 0.559 0.690 3.605 -0.674
C -0.964 0.699 3.634 -1.003
C -1.521 -0.024 2.379 0.188
C -0.974 0.710 1.132 -1.009
C 0.545 0.703 1.162 -0.678
H -1.332 -2.035 1.532 0.345
H -1.319 -2.012 3.281 0.419
H 0.995 -1.925 3.267 0.297
H 0.975 -1.917 1.500 0.406
H 0.979 0.171 4.483 0.408
H 0.972 1.713 3.623 0.371
H -1.324 0.213 4.549 0.356
H -1.334 1.731 3.665 0.382
H -2.618 -0.032 2.388 0.373
H -1.352 0.243 0.215 0.337
H -1.353 1.738 1.104 0.412
H 0.962 1.723 1.144 0.332
H 0.964 0.182 0.285 0.404
C 6.354 -4.936 8.152 -1.403
C 5.710 -4.160 7.057 1.157
C 4.991 -4.837 6.062 -0.660
C 4.423 -4.140 5.006 -0.679
C 4.537 -2.722 4.920 0.553
C 3.913 -2.015 3.864 -0.081
C 3.835 -0.631 3.819 -0.299
C 3.319 0.062 2.684 0.146
C 3.698 1.458 2.530 0.646
C 3.982 2.004 1.249 -0.517
C 4.367 3.332 1.127 -0.670
C 4.499 4.154 2.253 1.032
C 4.823 5.601 2.096 -1.386
C 4.265 3.614 3.523 -1.012
C 3.896 2.281 3.672 -0.376
C 5.300 -2.067 5.930 -0.583
C 5.867 -2.770 6.976 -0.823
H 6.928 -4.269 8.808 0.346
H 5.591 -5.460 8.748 0.330
H 7.033 -5.695 7.733 0.338
H 4.900 -5.923 6.109 0.395
H 3.839 -4.654 4.249 0.356
H 3.501 -2.601 3.030 0.474
H 4.331 -0.053 4.630 -0.160
H 3.282 -0.527 1.739 0.414
H 3.885 1.367 0.374 0.421
H 4.560 3.750 0.140 0.411
H 4.844 6.090 3.075 0.347
H 5.808 5.715 1.626 0.343
H 4.091 6.122 1.461 0.333
H 4.341 4.265 4.393 0.286
H 3.696 1.881 4.664 0.460
H 5.431 -0.983 5.894 0.338
H 6.465 -2.252 7.729 0.286
```

Output
**Orbital gap**: 6.779 eV
**HOMO**: -11.199 eV
**Energy above the lowest of the compared OMol25 structures with the same formula, charge and spin**: 0.000 eV
**Charge**: +1
**Electronic energy**: -26858.1416 eV
**Lowest unoccupied orbital energy**: -4.42 eV

Record 6
A molecular structure, C24H30NO5Tc at a distorted geometry. Source: OMol25; level of theory: the ωB97M-V functional and the def2-TZVPD basis.

The geometry in XYZ format:
```
61
Properties=species:S:1:pos:R:3:mulliken_charge:R:1
C 0.273 -0.245 -7.542 2.984
C -0.122 -0.776 -6.157 -2.049
C 0.023 1.287 -7.503 -1.402
C -1.052 1.469 -6.420 -0.045
H -0.305 1.615 -8.496 0.301
H 0.959 1.797 -7.245 0.370
C -1.323 0.079 -5.784 0.777
H 0.715 -0.601 -5.468 0.359
H -0.332 -1.850 -6.199 0.648
C -1.516 0.311 -4.292 -1.174
H -2.224 -0.372 -6.223 0.543
H -1.977 1.833 -6.894 0.521
C -0.765 2.382 -5.162 1.591
C 1.637 -0.676 -8.042 -0.196
C -0.539 -0.968 -8.625 -0.346
O -1.069 -0.455 -9.593 -0.634
O 2.490 -1.216 -7.358 -0.634
O 1.770 -0.469 -9.368 -0.258
O -0.537 -2.302 -8.397 -0.248
C -0.747 -3.138 -9.550 -0.728
H -0.434 -4.138 -9.232 0.264
H -0.103 -2.793 -10.367 0.287
H -1.805 -3.125 -9.855 0.272
C 3.017 -0.905 -9.907 -0.790
H 3.849 -0.359 -9.456 0.301
H 2.949 -0.707 -10.974 0.256
H 3.146 -1.977 -9.740 0.337
O -1.308 1.698 -3.993 -0.440
H -0.813 -0.272 -3.671 0.136
H -2.543 0.048 -3.989 0.314
C -1.501 3.718 -5.284 -1.788
C 0.715 2.642 -4.888 -1.978
H 1.157 3.281 -5.659 0.443
H 1.284 1.709 -4.820 0.260
H 0.806 3.166 -3.928 0.459
H -1.409 4.286 -4.351 0.400
H -2.570 3.556 -5.481 0.415
H -1.074 4.316 -6.100 0.359
Tc 0.247 -0.152 0.618 0.311
C -2.396 -0.280 1.285 -0.609
C -2.587 0.047 -0.072 -0.308
C -1.675 -0.720 -0.869 0.567
H -3.327 0.729 -0.475 0.449
C -1.051 -1.690 -0.006 -1.419
C -1.390 -1.338 1.362 -0.481
H -1.093 -1.922 2.229 0.369
H -2.955 0.128 2.121 0.425
H -1.614 -0.716 -1.951 0.016
H -0.556 -2.594 -0.322 0.612
C 2.358 0.553 0.445 -0.761
C 2.264 -0.560 1.372 -0.272
C 1.719 -1.677 0.662 -0.553
H 2.573 -0.586 2.411 0.443
C 1.525 -1.274 -0.709 -0.644
C 1.858 0.116 -0.832 -0.120
H 1.700 0.713 -1.729 0.301
H 2.767 1.528 0.657 0.379
H 1.531 -2.662 1.074 0.470
H 1.238 -1.922 -1.520 0.516
N 0.019 1.515 3.409 -0.830
C 0.123 0.917 2.413 0.254
```

Output
**Orbital gap (alpha / beta)**: 2.891 / 5.028 eV
**HOMO (alpha / beta)**: -0.943 / -3.082 eV
**Multiplicity**: 4
**Charge**: -1
**Electronic energy**: -39298.1475 eV
**Lowest unoccupied orbital energy (alpha / beta)**: 1.95 / 1.95 eV

Q: Which of these has the lowest charge?
A: C24H30MnN5O7PS4